Below is 2 unconnected molecules or ions with the total composition C2H6N2O2, with properties calculated with ωB97M-V with the def2-TZVPD basis set.

Last column: Löwdin charge in e.
Positions of all 12 atoms, in Å:
H (-0.1541, 0.9788, 2.0831)  0.041
N (-0.1512, 1.0662, 1.0825)  0.050
C (-1.2000, 0.6853, 0.4864)  -0.400
N (-1.5806, 0.8798, -0.8001)  0.101
H (-1.8570, -0.0435, 1.0089)  0.127
H (-0.9575, 1.4437, -1.3533)  0.101
H (-2.4953, 0.6243, -1.1127)  0.094
O (1.3825, -2.5516, -0.5272)  0.073
C (1.8341, -1.4860, -0.2141)  -0.408
O (1.7634, -0.3854, -0.9786)  0.037
H (2.2588, -1.3950, 0.8065)  0.138
H (1.1568, 0.1834, -0.4814)  0.044

Forces on atoms 1 to 2 (eV/Å):
H -0.1 -0.7 0.1
N 0.9 1.4 -1.4

## Properties
LUMO (eV): 0.756
2S+1: 1
Strongest force on any atom (eV Å⁻¹): 2.81
Relative energy (zero: lowest compared OMol25 entry of this formula, charge and spin) (kcal/mol): 32.78
Orbital gap (eV): 10.6658
E_tot (eV): -9245.896
HOMO energy (eV): -9.9

Below is a molecular structure, C4H8INO3, with properties calculated with ωB97M-V with the def2-TZVPD basis set.

Last column: Löwdin charge in e.
Positions of all 17 atoms, in Å:
C (0.6008, 0.7916, -1.3935)  -0.038
C (-1.3032, 0.9069, 1.0335)  -0.005
C (0.9706, 0.2318, -0.0339)  -0.545
C (-0.1791, -0.4313, 0.7617)  -0.706
N (-0.9039, -1.5647, 0.1741)  -0.432
O (-2.0119, -1.8999, 0.5559)  0.078
O (-0.2638, -2.0452, -0.7935)  0.039
O (2.0139, -0.6633, -0.1764)  -0.130
I (0.6997, -1.2876, 2.4742)  1.031
H (0.4538, 0.0098, -2.2245)  0.114
H (-0.3159, 1.3608, -1.3764)  0.057
H (1.3967, 1.5226, -1.7073)  0.104
H (-2.0228, 0.8201, 0.2035)  0.069
H (-1.8408, 0.8952, 1.9684)  0.052
H (-0.6852, 1.8270, 0.8411)  0.082
H (1.4617, 0.9305, 0.5256)  0.105
H (1.9295, -1.4043, -0.8328)  0.124

Forces on atoms 1 to 2 (eV/Å):
C 0.1 0.3 -1.7
C 2.1 -1.8 -1.6

## Properties
LUMO (eV): -0.617
2S+1: 1
Strongest force on any atom (eV Å⁻¹): 4.96
Relative energy (zero: lowest compared OMol25 entry of this formula, charge and spin) (kcal/mol): 82.03
Orbital gap (eV): 9.0075
E_tot (eV): -20006.703
HOMO energy (eV): -9.6

Below is 5 unconnected molecules or ions with the total composition C49H77BO6P, with properties calculated with ωB97M-V with the def2-TZVPD basis set.

Last column: Löwdin charge in e.
Positions of all 134 atoms, in Å:
C (-1.2462, 1.5102, 5.0648)  -0.119
C (-2.2316, 0.7186, 4.1923)  -0.269
C (-1.5548, -0.0693, 3.0692)  -0.223
C (-0.7887, 0.8178, 2.0778)  -0.219
C (-1.7072, 1.3927, 1.0021)  -0.213
C (-1.0597, 2.3676, 0.0090)  -0.202
C (0.3163, 1.9823, -0.5571)  -0.204
C (1.2724, 3.1742, -0.7040)  -0.221
C (2.2414, 3.0378, -1.8741)  -0.227
C (3.3000, 1.9522, -1.6559)  -0.216
C (3.9834, 1.5135, -2.9569)  -0.199
C (3.3103, 0.3074, -3.6340)  -0.198
C (4.2800, -0.6080, -4.3790)  -0.228
C (4.6549, -0.0712, -5.7789)  -0.193
C (3.9576, -0.8142, -6.9255)  -0.158
C (4.2792, -2.3276, -7.1345)  -0.489
P (6.1401, -2.4738, -7.1157)  0.935
O (6.5620, -2.1333, -8.6790)  -0.297
O (6.3206, -4.1170, -7.0527)  -0.281
O (3.8093, -3.1068, -6.0771)  -0.029
B (2.3747, -3.4330, -6.2972)  -0.932
C (2.0866, -4.9407, -5.7898)  -0.066
C (2.6858, -5.1114, -4.3869)  -0.219
C (3.7695, -6.1826, -4.3069)  -0.188
C (4.5069, -6.1468, -2.9711)  -0.262
O (5.9203, -6.0026, -3.1317)  -0.096
O (1.5990, -2.4117, -5.5559)  -0.022
C (0.2127, -2.5525, -5.5370)  -0.311
C (-0.4281, -1.1855, -5.3470)  -0.083
O (2.2200, -3.2751, -7.7799)  0.039
C (3.3802, -2.7535, -8.3761)  -0.293
C (3.8471, -3.7465, -9.4404)  -0.182
C (4.1291, -5.1703, -8.9309)  -0.090
H (-1.5753, 1.4795, 6.1061)  0.060
H (-0.2459, 1.0769, 5.0350)  0.073
H (-1.2030, 2.5628, 4.7876)  0.067
H (-2.9647, 1.3966, 3.7467)  0.084
H (-2.7886, 0.0197, 4.8210)  0.099
H (-0.8940, -0.8297, 3.4904)  0.108
H (-2.3344, -0.5801, 2.4951)  0.106
H (-0.2741, 1.6256, 2.6057)  0.112
H (-0.0405, 0.1877, 1.5952)  0.101
H (-2.2086, 0.5707, 0.4835)  0.113
H (-2.5051, 1.9467, 1.5114)  0.104
H (-1.7465, 2.4591, -0.8368)  0.108
H (-1.0193, 3.3634, 0.4596)  0.103
H (0.1878, 1.5457, -1.5516)  0.114
H (0.7856, 1.2184, 0.0605)  0.088
H (1.8619, 3.2925, 0.2130)  0.113
H (0.6934, 4.0967, -0.8096)  0.102
H (1.6823, 2.8147, -2.7890)  0.113
H (2.7540, 3.9921, -2.0288)  0.108
H (4.0313, 2.3233, -0.9324)  0.108
H (2.8123, 1.0872, -1.1960)  0.096
H (3.9745, 2.3713, -3.6378)  0.106
H (5.0348, 1.2885, -2.7595)  0.107
H (2.5857, 0.6850, -4.3645)  0.110
H (2.7337, -0.2540, -2.8938)  0.100
H (3.8634, -1.6085, -4.4627)  0.096
H (5.1999, -0.6703, -3.7836)  0.060
H (4.3322, 0.9757, -5.8380)  0.102
H (5.7368, -0.0517, -5.9117)  0.072
H (2.8784, -0.7864, -6.7544)  0.123
H (4.1960, -0.3089, -7.8680)  0.111
H (6.5003, -2.9340, -9.2194)  0.033
H (7.2559, -4.2889, -6.8688)  0.045
H (1.0219, -5.2015, -5.8044)  0.091
H (2.5610, -5.6476, -6.4787)  0.086
H (1.9250, -5.2951, -3.6197)  0.112
H (3.1798, -4.1687, -4.1230)  0.096
H (4.4933, -5.9712, -5.1018)  0.110
H (3.3394, -7.1661, -4.5188)  0.110
H (4.1268, -5.2982, -2.3899)  0.105
H (4.3706, -7.0623, -2.3950)  0.107
H (6.0332, -5.3272, -3.8187)  0.064
H (-0.1601, -3.0036, -6.4674)  0.119
H (-0.1051, -3.2184, -4.7171)  0.112
H (-0.2917, -0.5785, -6.2441)  0.070
H (-1.4966, -1.2776, -5.1339)  0.062
H (0.0618, -0.6661, -4.5210)  0.059
H (3.1111, -1.8350, -8.9171)  0.134
H (4.6918, -3.3436, -10.0033)  0.083
H (3.0207, -3.8088, -10.1531)  0.105
H (3.2815, -5.8223, -9.1447)  0.071
H (5.0211, -5.6017, -9.3889)  0.062
H (4.2552, -5.1809, -7.8533)  0.046
C (8.0658, -2.3618, -1.6085)  -0.102
C (7.2653, -1.9464, -0.5534)  -0.108
C (5.9085, -1.7311, -0.7553)  -0.085
C (5.3519, -1.9351, -2.0104)  -0.089
C (6.1521, -2.3519, -3.0645)  -0.107
C (7.5087, -2.5630, -2.8638)  -0.079
H (9.1238, -2.5313, -1.4515)  0.094
H (7.6986, -1.7926, 0.4273)  0.092
H (5.2839, -1.4050, 0.0671)  0.097
H (4.2936, -1.7719, -2.1722)  0.104
H (5.7122, -2.5115, -4.0432)  0.083
H (8.1318, -2.8871, -3.6880)  0.099
C (-5.2870, 5.9079, 5.2438)  -0.096
C (-6.3108, 5.5460, 4.3787)  -0.096
C (-6.4859, 4.2141, 4.0289)  -0.097
C (-5.6396, 3.2450, 4.5495)  -0.118
C (-4.6177, 3.6059, 5.4164)  -0.098
C (-4.4388, 4.9382, 5.7612)  -0.090
H (-5.1488, 6.9471, 5.5136)  0.099
H (-6.9720, 6.3025, 3.9760)  0.100
H (-7.2824, 3.9307, 3.3530)  0.103
H (-5.7780, 2.2050, 4.2808)  0.103
H (-3.9603, 2.8461, 5.8202)  0.094
H (-3.6388, 5.2203, 6.4335)  0.101
C (-8.0802, -0.0158, 7.9416)  -0.095
C (-7.4336, 0.9176, 7.1430)  -0.089
C (-7.7273, 2.2680, 7.2720)  -0.081
C (-8.6655, 2.6847, 8.2064)  -0.097
C (-9.3104, 1.7524, 9.0074)  -0.113
C (-9.0200, 0.4015, 8.8744)  -0.098
H (-7.8504, -1.0686, 7.8383)  0.100
H (-6.6976, 0.5924, 6.4182)  0.097
H (-7.2240, 2.9934, 6.6473)  0.081
H (-8.8946, 3.7379, 8.3111)  0.099
H (-10.0402, 2.0809, 9.7370)  0.099
H (-9.5243, -0.3256, 9.4981)  0.099
C (-8.6571, 5.1413, 13.8795)  -0.101
C (-8.1803, 6.2521, 13.1973)  -0.101
C (-7.7175, 6.1212, 11.8951)  -0.097
C (-7.7360, 4.8803, 11.2734)  -0.093
C (-8.2152, 3.7702, 11.9547)  -0.094
C (-8.6731, 3.8999, 13.2586)  -0.096
H (-9.0159, 5.2433, 14.8958)  0.098
H (-8.1688, 7.2205, 13.6810)  0.098
H (-7.3410, 6.9866, 11.3649)  0.099
H (-7.3757, 4.7749, 10.2578)  0.095
H (-8.2279, 2.8042, 11.4666)  0.089
H (-9.0429, 3.0328, 13.7910)  0.099

Forces on atoms 1 to 2 (eV/Å):
C -0.4 -0.1 0.3
C 0.2 -0.1 -0.1

## Properties
LUMO (eV): 1.613
2S+1: 1
Strongest force on any atom (eV Å⁻¹): 0.99
Charge: -1
Relative energy (zero: lowest compared OMol25 entry of this formula, charge and spin) (kcal/mol): 0.00
Orbital gap (eV): 6.7713
E_tot (eV): -74317.211
HOMO energy (eV): -5.2

Below is C3H4N2O2 in the gas phase, with properties calculated with ωB97M-V with the def2-TZVPD basis set.

Last column: Löwdin charge in e.
Positions of all 11 atoms, in Å:
H (-1.4431, 2.4802, -0.1530)  0.080
N (-1.0784, 1.5419, -0.4473)  0.123
C (-0.5568, 0.8547, 0.4665)  -0.215
C (-0.3591, -0.4999, -0.0222)  -0.319
O (-1.4795, -1.2606, -0.1872)  0.102
C (0.9070, -0.8556, -0.2010)  -0.059
N (1.7816, 0.1920, 0.2363)  -0.090
O (2.9750, 0.0821, 0.1789)  -0.002
H (-0.6051, 1.2417, 1.4885)  0.131
H (-1.5117, -1.9077, -0.8612)  0.101
H (1.3700, -1.8689, -0.4981)  0.149

Forces on atoms 1 to 2 (eV/Å):
H 0.7 -1.0 -0.1
N -0.9 1.9 -0.7

## Properties
LUMO (alpha / beta) (eV): -0.199 / -0.199
2S+1: 1
Strongest force on any atom (eV Å⁻¹): 3.53
Relative energy (zero: lowest compared OMol25 entry of this formula, charge and spin) (kcal/mol): 130.90
Orbital gap (alpha / beta) (eV): 8.5920 / 8.5922
E_tot (eV): -10246.589
HOMO energy (alpha / beta) (eV): -8.8 / -8.8